[1]
{
  "formula": "C16H14N4O",
  "method": "the ωB97M-V functional and the def2-TZVPD basis",
  "fmax_ev_per_a": 5.944,
  "de_lowest_kj_mol": 404.5,
  "total_energy_ha": -912.2083,
  "multiplicity": 1,
  "orbital_gap_ha": 0.22828,
  "smiles": "Cc1nc2ccccc2nc(=O)c1NNc1ccccc1",
  "symbols": ["C", "C", "N", "C", "C", "C", "C", "C", "C", "N", "C", "O", "C", "N", "N", "C", "C", "C", "C", "C", "C", "H", "H", "H", "H", "H", "H", "H", "H", "H", "H", "H", "H", "H", "H"],
  "xyz": [[-1.62518, -0.77640, 2.46757], [-1.63002, -0.71562, 0.91772], [-2.31415, 0.41197, 0.42734], [-2.09698, 1.07870, -0.70186], [-2.74348, 2.32396, -0.85295], [-2.47710, 3.25178, -1.91682], [-1.66247, 2.82841, -3.02404], [-1.20806, 1.52381, -2.98405], [-1.37493, 0.64416, -1.84185], [-0.98175, -0.56099, -2.10613], [-1.17210, -1.63529, -1.24077], [-1.15740, -2.77871, -1.74928], [-0.91366, -1.65107, 0.18518], [-0.05050, -2.64887, 0.70345], [1.02831, -2.31942, 1.55810], [1.85892, -1.31962, 1.24866], [2.57405, -0.63252, 2.19015], [3.54663, 0.29749, 1.90336], [3.87497, 0.56724, 0.49808], [3.04954, -0.05736, -0.51600], [2.08194, -0.96790, -0.19195], [-2.61710, -0.75473, 2.82849], [-1.35182, -1.79862, 2.88226], [-0.97752, 0.01993, 2.95245], [-3.33264, 2.75966, 0.01616], [-2.75316, 4.28157, -1.83962], [-1.50629, 3.47819, -3.89404], [-0.78715, 1.05865, -3.86457], [0.15954, -3.18898, -0.20069], [0.88455, -2.32436, 2.60587], [2.28302, -0.93737, 3.23492], [4.24348, 0.63961, 2.64393], [4.69855, 1.20469, 0.20541], [2.96667, 0.23338, -1.56974], [1.48329, -1.53538, -0.97475]],
  "forces_ev_per_angstrom": [[1.328, -1.123, -0.129], [0.391, 1.244, 0.797], [1.418, -0.923, 0.429], [-1.303, -1.051, 1.078], [-0.604, 4.842, -0.514], [0.440, -2.771, 2.167], [-0.066, -1.660, 0.416], [-0.140, 1.840, -0.402], [0.350, -0.085, -1.883], [-0.360, -1.087, 1.570], [1.883, -3.029, -2.487], [-0.534, 1.293, 0.422], [-0.323, 2.357, 1.696], [-0.785, -0.119, -2.045], [-1.773, -1.302, 1.852], [1.726, 2.316, -5.195], [-0.982, -0.724, 2.104], [1.694, -0.015, -3.866], [-2.032, -1.236, 1.230], [0.067, 1.072, 0.784], [-1.206, -1.861, 2.353], [-1.284, 0.904, 0.284], [0.352, 1.117, -0.873], [-0.862, -0.910, -0.714], [0.786, -0.984, -1.143], [-0.605, 0.274, 0.085], [-0.049, -0.393, 0.406], [0.339, 0.038, 0.134], [0.354, 0.232, 2.164], [-0.677, -0.635, -1.898], [0.749, 0.668, -0.758], [-0.169, 0.412, 0.399], [-0.144, 0.113, 0.187], [1.077, 0.080, 0.338], [0.944, 1.106, 1.017]],
  "nbo_charge": [-0.65, 0.15, -0.37, 0.18, -0.21, -0.19, -0.20, -0.19, 0.16, -0.38, 0.56, -0.59, 0.12, -0.43, -0.42, 0.17, -0.29, -0.18, -0.25, -0.21, -0.27, 0.24, 0.21, 0.24, 0.23, 0.22, 0.23, 0.23, 0.42, 0.38, 0.20, 0.22, 0.22, 0.22, 0.22]
}


[2]
{
  "formula": "C16H14N4O4SV",
  "method": "the ωB97M-V functional and the def2-TZVPD basis",
  "fmax_ev_per_a": 4.867,
  "total_energy_ha": -2480.2831,
  "s2": 1.066,
  "multiplicity": 2,
  "orbital_gap_ha": [0.24553, 0.21707],
  "symbols": ["V", "C", "C", "N", "N", "C", "N", "S", "C", "C", "C", "C", "C", "N", "H", "H", "H", "H", "H", "H", "H", "H", "H", "O", "C", "O", "C", "C", "C", "C", "O", "C", "O", "C", "C", "H", "H", "H", "H", "H"],
  "xyz": [[0.61583, 0.08752, -1.21428], [-2.57065, -1.41958, -3.54895], [-1.46085, -0.61446, -2.95391], [-0.75213, -1.02025, -1.88655], [-1.08671, -2.23256, -1.31566], [-0.11978, -2.74045, -0.61853], [-0.34644, -3.86851, 0.10235], [1.47562, -2.03028, -0.54388], [-1.03686, 0.64280, -3.44063], [-1.52402, 1.31011, -4.57721], [-1.01184, 2.53945, -4.90505], [-0.01311, 3.11559, -4.09633], [0.44885, 2.41353, -3.01281], [-0.03018, 1.19649, -2.67972], [-2.76930, -2.26939, -2.90480], [-2.29814, -1.78729, -4.54117], [-3.47657, -0.81869, -3.64346], [-1.21432, -4.35693, -0.03677], [0.44836, -4.39111, 0.41965], [-2.28976, 0.84511, -5.18258], [-1.37334, 3.06595, -5.77797], [0.40078, 4.08609, -4.32622], [1.21907, 2.82046, -2.36795], [2.59666, 2.51124, 1.08172], [1.90082, 1.52936, 1.01213], [1.60811, 0.95043, -0.15421], [1.34639, 0.87078, 2.24475], [0.12084, 0.21889, 2.25115], [-0.37389, -0.39399, 3.40149], [0.41010, -0.32726, 4.52474], [0.17106, -0.85283, 5.76178], [1.24970, -0.43053, 6.59073], [2.17564, 0.28328, 5.78342], [1.62126, 0.35363, 4.53345], [2.11061, 0.97020, 3.41528], [-0.49547, 0.21218, 1.36169], [-1.32699, -0.90409, 3.41208], [1.73769, -1.30263, 7.03168], [0.86901, 0.22211, 7.38252], [3.04394, 1.51565, 3.41805]],
  "forces_ev_per_angstrom": [[-0.575, -1.897, -1.213], [0.145, 0.051, -0.015], [0.020, -0.353, 0.452], [-1.827, -1.137, -1.457], [-0.777, 0.015, -0.106], [0.424, 0.149, 0.019], [-0.045, 0.092, -0.087], [-0.013, -0.075, -0.073], [0.127, -0.099, 0.164], [0.083, 0.238, -0.053], [-0.162, -0.137, -0.057], [0.096, -0.287, 0.277], [-0.010, 0.843, -0.388], [-0.164, -0.304, -0.229], [-0.061, -0.034, -0.033], [-0.033, 0.003, -0.007], [0.009, -0.001, -0.027], [-0.023, 0.020, -0.048], [0.025, -0.008, 0.026], [-0.005, -0.016, 0.020], [-0.003, -0.009, -0.003], [0.013, 0.010, 0.027], [0.014, -0.068, -0.015], [-0.025, -0.094, -0.131], [0.260, 0.182, 0.393], [2.446, 2.977, 2.974], [-0.114, -0.022, -0.270], [0.192, 0.070, -0.101], [-0.115, -0.126, 0.141], [0.183, 0.166, 0.016], [-0.114, -0.055, -0.104], [0.011, -0.023, 0.306], [0.109, 0.043, -0.113], [-0.220, -0.098, -0.031], [0.142, 0.050, 0.098], [0.002, -0.088, -0.110], [0.004, 0.020, -0.015], [0.002, -0.011, -0.106], [-0.017, 0.038, -0.095], [-0.005, -0.024, -0.026]],
  "nbo_charge": [1.19, -0.67, 0.19, -0.34, -0.44, 0.30, -0.79, -0.26, 0.10, -0.20, -0.20, -0.26, 0.04, -0.52, 0.26, 0.23, 0.22, 0.40, 0.40, 0.22, 0.22, 0.23, 0.22, -0.57, 0.79, -0.72, -0.17, -0.18, -0.27, 0.31, -0.49, 0.24, -0.48, 0.22, -0.22, 0.20, 0.23, 0.16, 0.16, 0.25]
}


- Which of these has the lowest multiplicity?
  C16H14N4O


- Which formula does entry 2 have?
  C16H14N4O4SV


- What is the formula in the first record?
  C16H14N4O


- What is the formula in the first record?
  C16H14N4O